Entry 1:
Below is a structure of composition C26H44BrNOP2Zr, with properties calculated with ωB97M-V with the def2-TZVPD basis set.

XYZ file:
```
76
Properties=species:S:1:pos:R:3:forces:R:3:lowdin_charge:R:1
Zr 0.011764 0.189801 0.283737 1.9432 -1.1646 3.6242 1.544
Br 3.042350 5.830449 1.395843 0.1159 0.2915 0.0465 1.073
P -0.773339 -2.200328 -0.242193 -1.6158 -2.3793 -1.1729 0.879
P 2.596871 -0.399089 0.693477 -0.9473 0.4906 0.0777 1.062
O -0.561146 0.930568 2.245458 0.0056 0.5374 -1.2513 -0.269
N -5.050602 2.427229 -2.870915 -0.1616 0.0253 0.7340 0.135
C -2.953685 1.458866 -1.313840 0.4048 -1.0408 -0.4186 -0.225
C -4.142148 1.602360 -3.388873 0.8538 -0.5216 -0.0344 -0.058
C -0.565033 -3.415285 1.121456 0.3486 0.3718 0.7163 -0.378
C 2.746439 1.430107 0.913126 0.6928 0.5987 0.0079 -0.404
C -3.337786 -1.440321 0.498206 -0.6315 0.0185 0.2072 -0.119
C -0.067217 -2.454970 -3.018980 -0.1494 -0.1025 -0.3543 -0.105
C -1.545647 -4.580394 1.120830 -0.2916 -0.2764 -0.1463 -0.087
C -1.684435 1.263818 -0.544249 -0.7250 2.4475 -2.7625 -0.242
C 2.184020 4.319600 -0.817478 0.0421 -0.7435 -1.1486 -0.055
C 1.833118 4.854466 0.444250 -0.0230 -0.0832 -0.1083 -0.666
C -0.645369 0.245151 3.506870 -0.1836 -0.4686 1.2904 -0.019
C -0.285975 3.693352 0.325411 0.4729 0.5023 1.1221 0.003
C 4.192827 1.927282 0.690495 -0.0314 -0.0341 0.0720 -0.093
C 0.185793 2.960742 -0.781589 -0.0265 -1.7182 -0.7010 -0.238
C 3.214597 -1.931415 3.091541 0.3259 -0.0125 0.0216 -0.087
C 3.471485 -1.815299 -1.704407 0.1620 0.1194 -0.0473 -0.078
C -0.156817 -3.181040 -1.676770 0.5540 0.3143 0.0767 -0.355
C 2.321333 -0.976932 -1.071776 0.0446 -0.8135 -0.0498 -0.419
C -3.972929 2.235426 -0.737381 0.0872 0.0903 0.2564 0.023
C -4.984401 2.736359 -1.573954 0.2930 -0.0466 -0.3917 -0.051
C -0.413833 1.683690 -1.201011 -2.0026 2.1356 -0.6939 -0.252
C 1.379731 3.366552 -1.417679 0.8257 0.3282 0.4202 -0.005
C 2.081985 -1.395223 2.195635 -0.0991 -0.4364 0.0662 -0.370
C 0.559006 4.600006 0.972425 -1.1106 -0.9098 -0.1627 -0.045
C -3.054238 1.083950 -2.659068 -0.7677 0.5435 -0.2525 -0.002
C -2.564970 -2.148156 -0.604402 0.0742 0.4175 -0.0857 -0.356
H 3.182299 -2.120853 -2.721263 0.0228 0.1325 0.3245 0.101
H 3.747926 -1.112572 3.588285 -0.0402 -0.2217 -0.1592 0.095
H 1.477268 -2.258068 1.867704 0.2725 0.4008 -0.1969 0.047
H -1.330967 -5.218650 1.986671 -0.0153 0.1350 -0.2030 0.113
H 2.393477 1.748006 1.905930 0.0722 -0.4824 -0.0347 0.107
H -1.610738 0.479261 3.973123 0.3515 -0.1337 -0.0332 0.136
H -2.586448 -4.252620 1.207159 0.2002 -0.0844 0.0326 0.081
H -0.843746 -4.037076 -1.731435 0.1664 0.1712 0.0186 0.113
H -1.052356 -2.161468 -3.407651 0.2258 -0.1470 0.1399 0.085
H 1.434687 -0.778370 2.842278 0.2776 0.1093 -0.5224 0.048
H 4.539464 1.693422 -0.323159 -0.0242 0.0419 0.2263 0.095
H 3.678575 -2.721678 -1.120448 -0.0825 0.2883 -0.0930 0.098
H -2.764858 -0.634888 0.983308 0.0115 -0.0128 0.0177 0.034
H 0.560569 -1.550902 -2.989443 -0.1039 -0.2532 -0.0159 0.053
H -3.658354 -2.126632 1.288065 0.0822 0.1177 -0.1031 0.096
H 0.824367 -3.572757 -1.365588 -0.1989 -0.0805 -0.2044 0.096
H 1.674811 2.833970 -2.326095 0.1243 0.4074 0.1987 0.150
H 0.465224 -3.790392 1.035674 -0.1565 0.0587 -0.0147 0.093
H 3.919967 -2.539171 2.514618 -0.1044 0.1332 0.1939 0.095
H 0.377693 -3.144560 -3.752647 -0.1643 0.3190 0.1513 0.112
H -5.740492 3.423394 -1.180531 0.1962 -0.3146 -0.1228 0.144
H -2.891528 -3.191137 -0.725518 0.0589 0.3188 -0.1083 0.109
H 2.091085 -0.127057 -1.745290 0.1747 0.0741 0.4988 0.095
H -1.444324 -5.199753 0.222308 -0.0366 0.1003 0.1994 0.097
H 4.388592 -1.219663 -1.777195 -0.1910 -0.1591 0.0363 0.096
H -2.310677 0.454084 -3.147204 -0.1957 0.1864 0.0433 0.114
H -0.139971 1.266947 -2.186292 -0.6134 0.3966 0.1085 0.145
H -1.859823 1.636176 0.485724 0.4231 -0.1929 -0.2313 0.078
H -0.933352 1.833377 2.294712 0.2880 -0.3093 0.2954 0.130
H -1.294053 3.520750 0.705231 0.2452 0.2194 -0.0212 0.125
H -3.947184 2.528816 0.313540 -0.0891 -0.1172 -0.2054 0.128
H 2.096530 1.946758 0.190705 0.2546 -0.2915 0.1305 0.018
H -4.234103 -0.968817 0.081220 0.0948 -0.1159 0.2001 0.101
H -0.618886 -2.868473 2.073614 -0.0660 -0.2065 -0.0380 0.070
H 4.233449 3.015103 0.829967 0.0114 -0.2793 -0.0287 0.063
H -0.576781 -0.827724 3.297551 -0.1783 0.2570 0.1355 0.086
H -4.250258 1.356459 -4.449988 -0.0129 0.1077 0.3505 0.141
H 3.129709 4.569637 -1.300886 -0.2377 0.2032 0.2408 0.145
H 1.438005 -1.656558 -1.069593 0.5306 0.5121 0.0902 -0.022
H 4.863055 1.459138 1.419817 -0.0323 0.1312 -0.1919 0.098
H -2.695741 -1.621307 -1.567078 0.1030 -0.3174 0.2975 0.086
H 0.239946 5.031876 1.915136 0.0645 0.3039 -0.2109 0.134
H 2.764633 -2.564543 3.870616 0.1285 0.1931 -0.2425 0.108
H 0.201562 0.567205 4.120185 -0.3169 -0.0804 0.0937 0.122
```
Positions in Å, forces in eV/Å.

Properties
Orbital gap (alpha / beta) in hartree: 0.132 / 0.131
Net charge: +4
LUMO energy (alpha / beta) in eV: -15.969 / -15.966

Entry 2:
Below is a cluster of 7 separate species, C26H44N2O15 in total, with properties calculated with ωB97M-V with the def2-TZVPD basis set.

XYZ file:
```
87
Properties=species:S:1:pos:R:3:forces:R:3:lowdin_charge:R:1
O -23.182625 -2.007357 -11.341502 -2.5643 -7.2961 -3.4556 -0.017
O -25.681921 -9.747311 -8.586583 1.9073 -2.4551 -1.7739 -0.041
O -26.414186 4.250245 -6.366431 2.3457 1.1750 -0.2606 0.097
O -23.566944 -1.651648 -7.575570 -6.8000 6.7775 4.0850 0.126
O -23.309615 -9.568107 -8.196111 -6.3811 -3.4736 -4.2348 -0.054
O -22.637674 -3.526459 -7.776886 0.3890 -0.6100 -0.6245 0.140
O -28.364541 3.597775 -6.794502 -4.1799 -4.1913 -0.4743 0.145
O -24.585136 -3.546246 -3.860459 -0.5688 0.1391 -1.5782 0.113
O -24.900832 -3.383425 -12.265324 1.9926 -0.8742 -0.0433 -0.014
O -25.492498 -3.685678 -1.821469 -0.4242 0.9483 -3.2876 0.097
O -26.810809 -3.452397 -3.649109 -0.0290 0.7556 2.9418 0.077
O -22.007518 -1.730980 -8.947037 2.1922 -1.8703 -1.7799 0.084
O -27.923656 5.661079 -7.295069 1.0772 -1.5456 0.7356 0.128
O -22.990715 -4.415409 -11.754580 -3.9285 1.0897 -1.2862 -0.027
O -24.218931 -11.176738 -9.732197 -2.0596 2.2635 1.0206 -0.015
N -26.795279 -5.605974 -7.331951 -0.7778 -0.7344 1.3067 0.205
N -24.086775 -8.958154 -15.117455 -0.4269 0.2562 -2.4155 0.165
C -27.587980 4.569614 -6.854948 0.8469 5.7293 -1.4352 -0.660
C -25.454604 -2.235419 -12.834162 -0.5072 3.4185 0.4470 -0.064
C -24.390190 -10.164577 -8.851642 5.0771 4.2064 4.2530 -0.369
C -26.032262 -8.459936 -8.089069 1.2076 1.3872 1.6697 -0.085
C -25.609982 -3.526155 -3.048724 -0.3361 -1.4148 5.8055 -0.555
C -25.167058 -3.481125 -5.174653 -0.5768 0.5354 -0.6214 -0.051
C -24.046804 -9.142415 -14.002688 0.7939 0.7361 -0.8522 -0.282
C -23.607984 0.789140 -7.129531 -1.1362 -0.4514 -1.9647 0.011
C -27.525640 -2.650390 -5.729933 0.5596 -2.3147 0.8196 0.002
C -25.800623 -4.475688 -9.457915 0.7401 -0.4494 -0.4340 -0.145
C -25.026245 -6.973723 -11.887743 0.7621 -1.7144 0.1764 -0.053
C -26.720677 -3.717646 -4.983816 1.0423 0.7951 -1.7272 -0.316
C -23.846156 -9.291180 -12.638579 -0.2425 0.2045 2.2506 -0.204
C -27.361877 -2.441914 -9.396827 0.0484 1.0148 2.7571 -0.079
C -22.880575 -11.480749 -10.125648 -0.7167 -0.6776 0.3306 -0.039
C -23.650674 -3.219087 -11.829167 2.8180 4.6915 3.5841 -0.382
C -27.707190 1.271581 -7.234372 -1.0721 1.4325 -3.2152 -0.016
C -27.770285 2.435580 -6.281528 -0.1506 -1.4119 3.0298 -0.283
C -21.651300 -4.406258 -11.496330 3.6375 1.0008 -2.2193 -0.070
C -23.745978 -7.969930 -11.852629 -2.2162 0.8782 -0.7446 -0.156
C -22.751370 -2.363502 -8.083535 4.7404 -6.1457 -1.8351 -0.757
C -26.362525 -5.145360 -8.275329 1.1018 0.3976 -1.7163 -0.225
C -23.567984 -0.313220 -8.179804 0.1651 0.4528 -0.1068 -0.212
C -25.955313 -2.933503 -9.138960 1.8592 -0.9911 -0.5786 -0.250
C -26.389804 2.929861 -5.846977 -0.7885 1.0970 -2.3871 -0.055
C -22.270018 -0.390357 -8.953689 0.5268 1.2820 -0.5997 -0.125
H -21.102090 -5.348804 -11.331353 -1.3349 -0.3672 -0.7470 0.110
H -21.361919 0.070433 -8.591736 -0.0914 0.7037 1.0211 0.142
H -25.716275 -8.266060 -7.004991 -0.2894 -0.6941 -1.4675 0.116
H -22.971531 -9.925539 -12.482658 -0.1884 -0.0022 0.1663 0.117
H -26.963483 0.564298 -7.023932 1.4424 -0.6964 0.5516 0.036
H -28.298421 2.211698 -5.305060 0.0984 -0.1769 -1.3129 0.178
H -24.584652 0.786654 -6.687130 -0.1162 -0.2777 0.9494 0.048
H -25.828793 -7.338238 -11.233880 0.3262 -0.3284 0.1311 0.067
H -24.663608 -4.794494 -9.625801 -2.5254 0.6503 0.5486 0.153
H -27.201728 -1.722860 -5.382442 0.2113 1.7144 0.4405 0.074
H -25.604593 -2.742211 -8.118881 -0.4555 -0.4178 0.0292 0.084
H -24.743392 -6.020825 -11.492371 0.3218 0.4435 -0.0487 0.005
H -22.325462 -0.008681 -9.960632 -0.5205 -0.1588 -0.5297 0.130
H -24.725848 -4.185311 -5.792340 0.9150 -1.7936 -0.9400 0.094
H -22.990141 -12.371086 -10.722770 -0.0029 0.2451 -0.9717 0.104
H -28.581518 0.658735 -7.414565 -0.7167 0.2758 0.6192 0.077
H -26.160895 -2.483577 -13.607317 -0.5569 -0.5479 0.2283 0.094
H -27.545089 1.690036 -8.307975 0.2400 -0.5570 1.7267 0.139
H -22.761511 0.699771 -6.512930 0.7075 -0.1796 1.2825 0.087
H -24.745333 -9.790909 -12.378072 -0.6993 -1.0055 1.1679 0.116
H -22.312359 -10.651751 -10.501770 -0.1002 0.3379 -0.4256 0.088
H -25.530570 -6.848319 -12.825322 0.2323 0.1253 -0.8843 0.065
H -27.467366 -2.150186 -10.400471 -0.3595 0.8196 -1.2046 0.041
H -21.528381 -3.957745 -10.584319 0.7813 1.8520 2.1424 0.050
H -24.731650 -1.570693 -13.348258 0.1358 -0.7252 0.4222 0.107
H -25.571157 2.411737 -6.270281 0.6848 -0.5576 -0.5604 0.086
H -24.393278 -0.318160 -8.913090 0.0650 0.2027 0.5739 0.160
H -25.879087 -1.543103 -12.026590 0.2017 -1.1795 -1.0793 0.112
H -26.426766 -4.837306 -10.357026 1.1075 0.8425 1.2000 0.140
H -25.108355 -2.476592 -9.697577 -1.0452 0.3082 -0.2521 0.087
H -21.111770 -3.838483 -12.367118 -0.7388 -0.9140 1.8181 0.148
H -22.844363 -7.521313 -12.213578 0.4397 0.8442 0.1033 0.094
H -24.854643 -2.542199 -5.653375 -0.6840 0.1784 0.4197 0.121
H -25.536695 -7.650411 -8.661362 -0.3239 -0.6367 0.0576 0.065
H -27.435438 -2.765561 -6.754379 0.8180 -0.0170 -2.1378 0.018
H -27.134252 -4.734462 -5.092583 0.7314 0.3570 -0.7061 0.139
H -23.558464 1.756808 -7.614068 0.2186 0.1966 -0.4090 0.101
H -23.714918 -8.148116 -10.804381 0.8098 -0.5904 0.8506 0.075
H -26.197864 3.122007 -4.864241 0.0480 -0.4739 3.0540 0.113
H -27.125192 -8.359289 -8.126016 0.4760 -0.3081 -0.2662 0.091
H -22.412178 -11.853699 -9.279077 1.2871 -0.3177 1.7990 0.073
H -28.076554 -3.242015 -9.224745 -0.1236 -0.1286 0.1686 0.079
H -28.548061 -2.848538 -5.617621 -1.6692 0.1530 0.8598 0.080
H -27.617306 -1.612457 -8.604202 0.2943 -1.2412 -1.9503 0.101
```
Positions in Å, forces in eV/Å.

Properties
SMILES: C[C@H]1COC(=O)O1.C[C@H]1COC(=O)O1.C[C@H]1COC(=O)O1.COC(=O)OC.COC(=O)OC.CCCC#N.CCCC#N
Orbital gap in hartree: 0.375
LUMO energy in eV: -0.047

What energy values result from the calculations? In sequence: -121066.7693 -61361.5452 eV.
What max |F| values result from the calculations? In sequence: 4.3 10.4 eV/Å.